{"formula": "C3H7NO2", "method": "wB97M-V/def2-TZVPD", "symbols": ["H", "H", "O", "C", "H", "C", "H", "H", "C", "O", "H", "H", "N"], "positions_angstrom": [[-1.037, -1.214, -0.839], [2.695, -2.287, -1.080], [1.950, -2.501, -0.500], [-1.466, 1.738, 0.530], [-0.119, 3.076, 1.232], [1.021, -1.512, -0.766], [-1.411, 0.642, 0.444], [0.595, 1.768, 0.452], [-0.204, -1.585, -0.243], [-2.471, 2.403, 0.572], [-0.569, -1.922, 0.717], [1.233, -0.713, -1.468], [-0.218, 2.107, 0.949]], "forces_ev_per_angstrom": [[0.41, 0.99, 0.21], [0.17, -0.33, 0.41], [0.43, 1.73, -0.24], [0.14, -0.97, 1.28], [-0.06, -0.02, -0.17], [-1.04, -1.50, 0.48], [-0.67, -0.08, -0.94], [-0.25, -0.42, 0.20], [-0.90, 0.81, -0.17], [0.29, 0.05, -0.24], [0.62, -1.18, -0.13], [0.34, -0.61, -0.63], [0.52, 1.52, -0.06]], "smiles": "C=CO.NC=O", "total_energy_ev": -8807.8666, "mol_weight_g_mol": 89.09, "e_lumo_ev": 0.45, "orbital_gap_ev": 9.459, "charge": 0, "fmax_ev_per_a": 1.88}

=====

{"formula": "C3H7NO2", "method": "wB97M-V/def2-TZVPD", "symbols": ["H", "H", "C", "N", "H", "H", "C", "O", "H", "H", "H", "C", "O"], "positions_angstrom": [[-1.704, -0.195, 1.314], [1.796, 0.580, 1.394], [-1.403, 0.335, 0.411], [1.247, 0.588, 0.537], [-1.391, 0.053, -1.733], [1.457, 1.413, -0.022], [1.465, -0.667, -0.266], [0.674, -0.672, -1.255], [-0.040, 0.565, 0.653], [-1.346, -1.488, -0.754], [-1.773, 1.356, 0.321], [-1.258, -0.408, -0.761], [2.276, -1.460, 0.162]], "forces_ev_per_angstrom": [[0.09, 0.06, -0.13], [-0.07, -0.02, -0.14], [-0.34, -0.19, -0.23], [0.07, 0.05, 0.07], [0.06, -0.05, 0.16], [-0.03, -0.14, 0.06], [0.01, -0.02, -0.03], [0.31, -0.02, 0.19], [0.27, -0.04, -0.09], [0.06, 0.16, 0.03], [0.10, -0.13, 0.00], [-0.26, 0.13, 0.22], [-0.27, 0.20, -0.12]], "total_energy_ev": -8807.6151, "mol_weight_g_mol": 89.09, "e_lumo_ev": 0.67, "orbital_gap_ev": 9.986, "charge": 0, "fmax_ev_per_a": 0.45}

=====

{"formula": "C3H7NO2", "method": "wB97M-V/def2-TZVPD", "symbols": ["H", "N", "O", "H", "H", "C", "H", "H", "O", "H", "C", "C", "H"], "positions_angstrom": [[-1.521, 1.258, -0.261], [1.329, 0.581, -0.628], [1.571, -0.255, 1.502], [1.912, 0.921, -1.387], [0.588, -0.251, 1.499], [2.044, 0.224, 0.359], [3.134, 0.265, 0.395], [-0.715, 0.188, -1.393], [-1.074, -0.644, 1.486], [-2.489, 0.067, -1.233], [-1.449, -0.801, 0.341], [-1.558, 0.258, -0.699], [-1.771, -1.810, 0.020]], "forces_ev_per_angstrom": [[-0.08, -0.17, -0.04], [0.38, -0.06, 0.29], [0.01, 0.12, -0.02], [0.06, -0.04, 0.10], [0.17, 0.03, 0.05], [0.20, 0.10, -0.17], [0.02, 0.01, -0.07], [-0.23, -0.19, 0.15], [-0.17, -0.05, -0.47], [-0.09, 0.20, -0.12], [-0.07, -0.01, 0.18], [-0.23, 0.06, 0.07], [0.04, 0.00, 0.03]], "smiles": "[H]/N=C/O.CC=O", "total_energy_ev": -8808.9369, "mol_weight_g_mol": 89.09, "e_lumo_ev": 0.97, "orbital_gap_ev": 11.188, "charge": 0, "fmax_ev_per_a": 0.50}

=====

In kcal per mole, the relative energy (zero: lowest compared OMol25 entry of this formula, charge and spin) values for the records above are, in order, 61.39 67.19 36.71.